Entry 1:
ORCA calculation (wB97M-V/def2-TZVPD) on C30H22N3O3PbSSe3Te as an isolated structure at a distorted geometry.

Computed properties:
Lowest unoccupied orbital energy (alpha / beta)   -4.987 / -5.392 eV
DFT total energy   -261487.88397 eV
ΔE to the lowest compared entry with this formula, charge and spin   0.445 eV
Net charge   +1

Atoms and positions in Å:
S  -1.81  -2.19  -0.33
H  0.64  0.50  -2.25
C  6.48  -0.16  -4.05
H  -0.83  4.95  -0.69
C  -0.18  3.12  1.17
H  -2.45  0.26  1.02
H  -0.20  2.11  -4.09
C  -3.12  -3.16  3.41
H  -4.42  -4.75  3.99
H  0.58  3.65  4.91
C  -2.38  -2.51  2.41
C  -3.93  -4.25  3.15
H  5.69  1.48  -2.93
C  -0.64  3.64  -2.51
C  -0.68  4.20  3.26
C  -3.95  -4.84  1.87
H  6.85  -1.86  -5.12
N  0.31  1.80  -0.70
C  5.53  -2.31  -3.54
O  -0.67  -1.32  0.23
C  -0.76  4.27  1.91
C  -5.39  0.62  -0.73
C  -0.61  3.96  -1.14
H  -4.54  -5.71  1.69
C  4.91  -1.79  -2.42
Pb  1.35  -0.08  0.72
C  4.90  -0.39  -2.20
O  3.70  -3.59  -1.39
C  -3.17  -1.06  -0.55
C  -2.47  -3.05  1.11
N  0.80  2.37  1.74
C  5.72  0.42  -3.02
C  -3.18  -4.18  0.88
C  3.82  -2.35  -1.56
Te  2.14  -1.98  4.68
C  -0.19  2.38  -3.00
Se  0.46  -0.40  3.88
H  -1.29  4.89  3.83
H  -1.76  -1.64  2.62
C  0.33  3.42  3.86
O  3.41  1.07  -0.94
C  1.03  2.53  3.04
C  0.29  1.53  -2.05
H  -4.36  1.88  0.71
H  -4.10  -2.09  -2.26
C  6.40  -1.50  -4.25
C  -0.13  3.00  -0.24
H  -3.02  -4.65  -0.11
H  7.19  0.53  -4.53
H  -1.12  4.36  -3.18
C  3.75  -0.10  -1.32
C  -4.33  0.94  0.18
C  -5.28  -0.45  -1.59
N  3.13  -1.28  -0.96
Se  4.33  -0.48  4.25
C  -4.17  -1.31  -1.52
C  -3.23  0.05  0.27
H  -6.09  -0.72  -2.24
H  -1.17  5.06  1.30
H  -6.29  1.26  -0.80
H  -3.03  -2.87  4.45
H  1.78  1.91  3.50
H  5.34  -3.36  -3.87
Se  4.07  0.23  2.07

Entry 2:
ORCA calculation (wB97M-V/def2-TZVPD) on C39H33F6IN3O4P2PtS2 as an isolated structure at a distorted geometry.

Computed properties:
Lowest unoccupied orbital energy   -3.348 eV
DFT total energy   -121534.79447 eV
ΔE to the lowest compared entry with this formula, charge and spin   0.467 eV
Net charge   +1

Atoms and positions in Å:
H  1.74  -4.66  0.43
O  2.84  0.13  1.76
H  -2.22  -4.44  -5.69
C  -2.27  1.35  -5.52
C  4.01  -1.09  -1.41
C  2.07  2.10  -0.57
C  -0.79  -0.25  -4.50
H  -1.92  2.47  0.60
H  1.49  -1.60  -3.52
C  -0.35  -4.19  -4.68
H  -0.36  -1.24  -4.49
C  6.02  -1.50  -0.13
N  2.73  -1.53  -1.83
H  1.77  1.48  0.26
C  3.35  3.94  -1.43
H  -5.74  2.64  -1.33
O  -0.27  1.30  1.35
I  -4.30  4.41  0.82
C  -1.83  -3.00  -2.66
F  3.17  0.14  4.69
N  0.74  -0.27  3.11
F  -0.99  1.73  4.29
C  0.71  -4.65  0.74
H  3.27  4.25  -3.56
C  -0.98  1.98  -3.59
C  2.93  3.65  -2.73
C  -1.05  -5.58  2.09
C  0.27  -5.59  1.66
C  2.11  -2.62  -1.16
H  2.37  -3.60  -1.59
H  0.96  -6.33  2.04
C  -3.18  0.49  -1.66
C  2.92  3.17  -0.36
C  -0.45  -3.11  -2.53
H  -0.70  2.72  -2.85
C  -4.42  1.05  -1.89
H  -1.39  -6.32  2.81
O  1.96  -2.16  1.96
C  -0.42  0.70  -3.54
C  -2.47  -3.48  -3.79
H  -2.98  1.61  -6.29
H  4.40  -2.86  -0.23
H  -3.55  -3.40  -3.88
H  -2.19  -2.93  0.34
C  -1.94  -4.63  1.61
H  3.26  3.39  0.64
C  4.56  0.11  -1.85
C  2.08  2.58  -2.95
C  -1.50  -3.68  0.69
C  -3.87  2.70  -0.28
C  5.82  0.49  -1.43
C  3.00  -1.04  4.11
F  4.19  -1.57  3.84
F  -2.68  1.25  3.03
H  -2.33  3.29  -4.60
H  7.54  0.02  -0.21
H  -2.41  -2.54  -1.87
H  4.03  0.77  -2.51
C  -1.71  0.08  -5.48
H  -5.08  0.61  -2.62
C  0.29  -3.72  -3.54
C  -1.90  2.30  -4.57
Pt  -0.38  -0.45  -0.41
F  -1.90  -0.23  4.41
H  4.02  4.77  -1.26
O  -1.21  -0.92  1.59
C  -4.78  2.18  -1.18
C  4.76  -1.90  -0.56
C  -1.58  0.77  3.61
C  -2.65  2.07  -0.09
P  0.30  -2.49  -1.00
H  2.66  -0.28  -3.50
C  -1.73  -4.07  -4.81
H  6.57  -2.14  0.54
S  2.12  -0.84  2.52
H  6.23  1.44  -1.78
C  1.98  -0.87  -2.87
H  -2.96  -4.62  1.95
H  1.36  -3.82  -3.46
S  -0.46  0.17  2.28
H  -1.99  -0.65  -6.23
H  1.75  2.35  -3.95
H  0.23  -4.66  -5.46
C  6.56  -0.29  -0.55
H  -2.84  -0.37  -2.24
C  -0.18  -3.69  0.26
H  2.43  -2.64  -0.11
C  1.64  1.81  -1.87
F  2.33  -1.84  4.93
N  -2.31  0.97  -0.77
P  0.73  0.30  -2.20

Entry 3:
ORCA calculation (wB97M-V/def2-TZVPD) on C46H110InN6O18 as an isolated structure at a distorted geometry.

Computed properties:
Lowest unoccupied orbital energy   -7.399 eV
DFT total energy   -100440.08257 eV
ΔE to the lowest compared entry with this formula, charge and spin   0.685 eV
Net charge   +1

Atoms and positions in Å:
H  5.67  4.42  -0.24
H  4.83  -0.23  -1.88
H  -4.75  -0.62  1.43
C  0.47  -0.87  -1.30
H  3.79  -3.90  2.23
N  -3.70  -2.84  0.39
H  2.29  -1.28  -7.58
O  -3.92  -2.16  -2.48
H  -1.17  -3.38  0.91
H  8.21  0.29  -2.99
C  -0.95  -0.48  0.71
C  6.02  3.67  0.48
H  0.74  -4.70  1.20
H  -1.32  -0.10  -4.33
H  6.94  0.08  -0.93
H  -1.37  3.38  1.48
H  -0.21  5.47  -3.08
H  4.92  1.61  -0.56
O  -1.90  -0.70  1.38
O  -3.62  -1.48  4.83
C  -1.01  4.58  4.06
C  7.75  1.18  -2.55
O  5.40  -1.15  3.27
H  -0.30  3.84  -0.85
H  -5.33  0.40  0.11
H  -4.30  3.60  1.89
H  2.21  -3.49  -2.51
H  -5.43  -0.63  5.17
H  -5.05  -5.13  0.30
N  -1.00  3.63  -2.54
H  1.75  -0.96  2.04
O  0.54  -1.19  -2.44
H  7.41  -0.67  3.26
H  7.45  1.79  -3.40
C  1.59  -0.13  -0.68
C  5.82  1.96  -1.08
H  -3.62  -6.22  0.21
C  1.78  -0.33  -5.72
H  0.21  1.89  -2.86
C  -4.45  0.12  0.69
H  0.61  -6.47  1.25
H  -2.50  -2.70  5.98
O  -0.43  0.81  5.52
H  1.79  0.71  -5.36
H  -3.02  0.13  -4.16
H  -3.42  -3.62  4.85
C  -0.10  -1.60  5.34
H  0.01  4.40  3.72
C  -1.81  -2.68  3.91
H  2.77  -2.08  -0.84
H  2.51  -5.73  -0.40
H  2.11  -1.12  -3.97
H  -0.93  3.30  -5.33
H  -3.39  -4.30  1.82
H  -5.52  -2.36  5.03
In  -2.65  0.95  3.65
H  3.54  -0.26  -6.88
C  2.47  -0.34  -7.06
C  1.24  4.03  0.39
H  8.51  1.70  -1.96
H  -1.74  5.45  2.23
O  -2.04  1.83  -4.55
C  -2.08  5.78  -2.20
H  -4.88  -1.66  6.52
H  -1.67  -1.46  -1.02
C  -1.68  -4.24  0.46
H  1.53  1.30  5.90
H  -1.49  5.00  -4.16
O  -1.47  3.59  4.99
N  5.61  -0.06  -2.52
H  -3.11  -2.07  0.73
C  0.10  0.48  1.24
H  2.15  1.07  1.10
H  3.75  -5.24  -1.50
H  2.29  -5.91  -2.16
O  2.45  -1.23  -4.87
C  2.16  -3.85  -1.48
H  1.71  5.34  -1.28
H  -0.10  -1.79  3.35
C  -4.88  -1.55  5.42
H  1.72  3.15  -0.07
H  -3.94  -5.10  -1.10
C  -2.06  0.60  -3.93
C  -1.00  3.83  6.29
N  -2.18  3.43  2.15
H  0.10  3.89  6.37
H  -6.27  -3.19  -1.40
H  -1.90  5.49  -1.17
H  -1.86  6.86  -2.25
O  -0.17  4.01  0.16
H  -1.23  3.00  6.95
H  0.31  -3.21  -5.71
H  0.29  -4.97  -5.63
C  1.88  5.29  -0.20
H  -3.64  -2.69  -0.65
H  0.81  2.10  4.48
H  2.10  0.40  -7.77
H  0.10  -0.40  7.10
C  6.52  -0.51  2.67
H  -2.48  2.00  0.09
H  5.53  2.63  -1.91
H  6.74  -0.93  1.68
H  2.93  -3.98  3.80
H  0.72  -0.62  -5.82
H  -1.96  0.67  -2.84
H  0.98  -1.64  5.15
H  -1.07  5.55  4.58
H  1.40  6.19  0.18
C  -3.93  6.35  -3.52
C  -1.21  -3.95  -4.37
H  -1.56  -4.26  -0.64
H  -7.22  -2.60  -2.77
C  -6.32  -2.43  -2.17
C  -0.52  -0.42  6.18
O  -1.92  -2.67  -4.38
C  1.38  0.52  0.58
N  -0.84  -1.58  4.03
H  -1.56  -0.51  6.50
H  -4.94  6.03  -3.76
C  0.22  -5.57  0.77
H  3.95  -0.08  2.29
O  -3.90  1.23  1.34
N  2.01  -1.94  2.25
C  -0.75  -1.05  -0.59
O  2.95  -3.01  -0.66
H  -6.45  -1.44  -1.73
H  1.32  0.41  4.42
H  -1.01  -4.23  -6.45
C  -0.77  2.41  -4.71
H  5.19  0.48  -3.28
H  -0.59  -3.95  -3.46
H  1.09  -3.84  -1.18
H  6.27  0.56  2.58
H  3.02  -1.57  4.06
H  -1.28  -2.02  -4.04
C  -3.49  2.30  0.43
O  -1.15  -5.46  0.96
H  -3.74  -0.36  0.01
C  0.84  1.18  5.04
H  -3.01  4.94  3.38
H  -3.20  -2.34  -3.16
O  -3.45  5.57  -2.48
H  -1.33  -3.66  3.85
C  3.21  -1.98  3.07
C  2.65  -5.27  -1.37
H  -0.13  1.78  -5.35
H  -5.32  -1.70  -3.94
H  5.14  3.28  1.03
C  6.56  0.77  -1.70
H  4.58  -1.49  1.44
H  -4.24  2.46  -0.35
H  2.16  -2.40  1.34
C  -3.38  3.50  1.32
H  -3.29  6.28  -4.40
H  2.96  5.28  -0.03
H  -0.27  -2.55  5.88
O  2.66  -0.13  -1.19
O  -0.17  1.09  2.23
C  -2.89  -2.66  4.95
C  -0.35  -4.08  -5.59
C  -2.05  4.66  2.95
H  -5.11  -3.40  -3.69
C  4.29  -1.13  2.45
H  -1.92  3.18  -2.66
C  -0.11  2.79  -3.39
C  -1.19  4.98  -3.11
H  -1.42  4.75  6.71
H  -1.93  -4.76  -4.28
C  -4.01  -5.22  -0.01
C  -3.18  -4.19  0.74
H  4.55  -3.51  3.79
O  6.68  2.63  -0.19
H  0.75  3.41  -3.67
H  1.48  4.01  1.46
C  3.64  -3.42  3.19
H  -2.35  -2.54  2.97
H  -4.00  7.42  -3.26
H  6.69  4.17  1.18
H  -3.27  4.39  0.68
H  0.46  -5.67  -0.30
C  -5.18  -2.45  -3.15

Entry 4:
ORCA calculation (wB97M-V/def2-TZVPD) on C8H18N2S4 as an isolated structure at a distorted geometry.

Computed properties:
Lowest unoccupied orbital energy   0.004 eV
DFT total energy   -54898.84184 eV
ΔE to the lowest compared entry with this formula, charge and spin   10.406 eV
Net charge   0

Atoms and positions in Å:
H  1.98  1.25  -1.01
H  2.99  0.73  2.18
C  1.79  2.17  0.79
H  -1.86  2.36  1.09
N  -1.52  2.91  -0.79
H  -1.07  1.00  0.02
C  0.94  -0.98  -0.86
H  -1.03  2.61  -2.04
H  0.19  -0.14  -0.06
H  -0.78  -0.84  1.10
H  3.91  2.21  1.35
C  0.64  -2.56  -0.67
H  -2.34  4.00  -1.05
H  -1.82  -2.18  1.92
S  2.92  -1.56  -0.11
H  0.89  1.45  1.34
S  -2.64  -1.46  -0.42
H  0.95  -0.32  -2.09
C  -3.51  1.43  -0.29
H  0.87  2.68  -0.94
S  3.91  0.29  -0.09
S  -3.84  0.00  0.65
C  -0.42  -2.74  0.26
C  -1.33  -1.76  0.99
H  -4.19  2.23  -0.08
C  -2.06  1.88  0.03
H  1.31  -3.28  -1.18
H  -0.69  -3.81  0.59
H  1.49  3.15  1.20
H  -3.36  1.17  -1.46
C  3.13  1.47  1.28
N  1.78  2.21  -0.72

Entry 5:
ORCA calculation (wB97M-V/def2-TZVPD) on C18H18F3N3OS2Sn as an isolated structure at a distorted geometry.

Computed properties:
Lowest unoccupied orbital energy   -8.543 eV
DFT total energy   -61113.51516 eV
ΔE to the lowest compared entry with this formula, charge and spin   0.900 eV
Net charge   +2

Atoms and positions in Å:
C  -2.51  1.15  -1.41
H  4.46  -0.02  -2.87
F  9.06  -0.82  -1.67
O  1.57  0.40  0.79
H  -0.66  -1.00  3.26
C  6.38  -0.19  -1.91
C  5.01  -0.04  -1.92
H  6.75  0.00  1.47
N  -0.98  -0.67  -1.24
H  -1.65  -2.54  -1.74
C  6.29  0.01  0.48
C  -3.54  0.25  -1.71
F  9.10  0.75  -0.10
H  -6.75  0.99  2.58
H  -2.79  2.23  -1.38
C  4.93  0.23  0.36
C  -6.74  0.53  1.59
C  -1.92  -1.53  -1.59
H  -0.63  1.85  2.37
H  6.91  -0.37  -2.83
H  1.06  2.59  2.26
H  -0.37  1.32  -1.03
H  0.02  -1.71  1.62
H  4.32  0.51  1.24
N  -7.67  -0.43  1.43
H  -8.47  -1.85  0.09
H  -1.04  -0.21  1.66
H  0.41  2.00  3.80
H  -5.27  1.85  0.69
C  -1.23  0.64  -1.20
C  -5.95  0.98  0.55
S  -5.19  0.82  -2.10
C  -7.75  -1.09  0.26
Sn  2.11  -0.98  -0.72
C  7.06  -0.18  -0.69
N  4.25  0.04  -0.80
H  -4.04  -1.90  -1.90
H  -6.91  -1.38  -1.71
C  -3.24  -1.14  -1.79
C  -6.03  0.29  -0.65
C  -0.32  -0.80  2.22
F  8.81  -1.37  0.47
C  -6.89  -0.78  -0.80
C  8.47  -0.43  -0.51
S  1.13  0.18  2.34
C  0.44  1.82  2.74